A molecular structure, C5H12CdO3 in a non-equilibrium geometry, computed with ωB97M-V/def2-TZVPD.

Calculated values
Relative energy (zero: lowest compared OMol25 entry of this formula, charge and spin): 33.6 kcal per mole
Largest force on an atom: 4.3 eV/A
HOMO level (spin up / spin down): -12.762 / -12.762 eV
<S²>: 0.751
Spin multiplicity: 2
Total charge: +1
Calculated total energy: -590.746043 Eh

```
21
Properties=species:S:1:pos:R:3:forces:R:3
C 2.48823 1.96638 -0.93931 0.0 -0.5 0.1
C 1.00015 1.96235 -0.90235 -0.9 -0.6 1.0
O 0.38489 2.56977 0.13076 0.9 -1.7 0.3
Cd -0.64814 4.28941 0.21680 -1.1 1.8 0.2
H 2.91093 2.33409 0.00326 -0.2 -0.1 -0.2
H 2.81625 2.59215 -1.78144 -0.1 -0.2 0.2
H 2.84784 0.94416 -1.11032 0.0 0.3 -0.1
H 0.44881 2.12220 -1.84126 0.2 -0.9 0.1
O 0.43018 0.28377 -0.14376 -0.2 4.1 1.4
H -0.00769 1.29717 0.65757 1.7 -2.1 -2.4
C -0.98648 -3.19827 1.58074 -0.3 -0.4 0.4
O -0.43593 -2.25202 0.70003 0.2 0.5 -0.4
C -1.35908 -1.27774 0.28815 -0.2 -0.3 0.4
C -0.71261 -0.34331 -0.70478 -0.3 -0.1 -0.6
H -0.19643 -3.91195 1.84239 -0.2 0.3 -0.1
H -1.35883 -2.71689 2.50149 0.1 -0.1 -0.2
H -1.82129 -3.74550 1.10907 0.2 0.1 0.1
H -1.73114 -0.70466 1.15836 0.0 -0.1 -0.1
H -2.23438 -1.75076 -0.19497 0.1 0.2 0.1
H -1.43406 0.44611 -0.97286 -0.1 -0.4 -0.2
H -0.40122 -0.90646 -1.59758 0.0 0.2 0.3
```
Forces are in eV/Å.

---

A gas-phase ion, C9H10IN2O (charge +1) in a non-equilibrium geometry, computed with ωB97M-V/def2-TZVPD.

Calculated values
Relative energy (zero: lowest compared OMol25 entry of this formula, charge and spin): 16.7 kcal per mole
Largest force on an atom: 3.3 eV/A
HOMO level: -12.987 eV
Total charge: +1
Calculated total energy: -831.121547 Eh

```
23
Properties=species:S:1:pos:R:3:forces:R:3
C 2.87971 -1.12581 1.50856 -0.8 -1.6 2.7
C 1.74223 -0.34204 0.99532 -1.1 -0.1 -0.6
C 1.76172 1.04659 0.96268 1.3 0.2 0.1
C 0.70741 1.78478 0.45341 -0.6 1.3 -1.1
C -0.41411 1.13662 -0.08390 0.6 -0.7 2.0
C -1.69096 1.88203 -0.43390 0.3 -0.7 -0.5
N -2.06429 1.58338 -1.70058 -0.9 0.4 -0.7
O -2.41578 2.55716 0.27171 1.4 -0.4 0.0
C -0.42209 -0.31202 -0.08080 -0.1 1.7 -0.4
C -1.61405 -0.95982 -0.58421 -1.0 -2.3 0.3
N -1.54087 -1.97796 -1.43373 -0.1 -0.3 -0.1
I -3.54351 -0.70096 0.33368 1.1 -0.3 -0.4
C 0.65106 -1.05785 0.45899 0.2 1.1 0.3
H 3.74621 -0.49883 1.65260 0.4 -0.1 0.0
H 2.58284 -1.59393 2.61699 0.9 1.1 -2.9
H 3.04922 -1.94476 0.79380 0.4 0.1 0.6
H 2.71415 1.52348 1.31153 -1.2 -0.2 -0.3
H 0.78509 2.90902 0.32093 -0.2 -1.5 0.6
H -2.86528 2.07905 -1.98114 -1.3 0.7 -0.2
H -1.74650 1.02718 -2.46271 1.3 -0.3 0.2
H -0.77625 -2.11509 -2.12164 -0.2 0.3 1.1
H -2.22505 -2.76318 -1.44684 0.2 1.4 -0.1
H 0.69909 -2.13706 0.64924 -0.6 0.3 -0.7
```
Forces are in eV/Å.

---

A molecular structure, C23H21N4O7W in a non-equilibrium geometry, computed with ωB97M-V/def2-TZVPD.

Calculated values
Largest force on an atom: 1.1 eV/A
HOMO level (spin up / spin down): -10.763 / -11.065 eV
<S²>: 2.030
Spin multiplicity: 3
Total charge: +1
Calculated total energy: -1701.698834 Eh

```
56
Properties=species:S:1:pos:R:3:forces:R:3
W -0.85022 0.19009 -0.47557 -0.2 1.1 -0.1
C -0.85492 -2.72758 2.77577 0.0 0.0 0.0
C -0.94597 -2.00920 1.47823 -0.1 -0.1 -0.2
N -0.33600 -0.89165 1.19356 0.2 -0.2 0.5
N 0.46518 -0.26824 2.14369 -0.2 -0.2 -0.3
C 0.93173 0.82222 1.61632 0.2 0.4 0.1
O 0.66368 1.15478 0.35705 -0.1 -0.3 0.0
C 1.79709 1.73672 2.37612 -0.1 -0.2 -0.1
C 2.13583 1.43905 3.69581 0.0 0.1 0.1
C 2.95187 2.30189 4.40396 0.0 0.0 -0.1
C 3.43004 3.45925 3.80050 0.0 0.0 0.0
C 3.09060 3.75784 2.48938 0.0 -0.1 0.0
C 2.27415 2.89697 1.77277 0.0 0.1 0.0
C -1.71949 -2.51284 0.34127 0.1 -0.2 0.2
C -2.38626 -3.73036 0.32710 0.0 0.1 -0.1
C -3.05345 -4.11477 -0.82379 0.1 0.1 0.0
C -3.02479 -3.29247 -1.94647 0.1 0.1 0.0
C -2.33990 -2.09604 -1.88280 -0.1 -0.2 0.1
N -1.71294 -1.71272 -0.75490 0.0 0.1 -0.1
H -0.24422 -2.17035 3.47738 0.0 0.0 0.0
H -0.41836 -3.71782 2.63116 0.0 0.0 0.0
H -1.84928 -2.86474 3.20306 0.0 0.0 0.0
H 1.75325 0.54340 4.16197 0.0 0.0 0.0
H 3.21137 2.07644 5.42807 0.0 0.0 0.0
H 4.06651 4.13135 4.35830 0.0 0.0 0.0
H 3.45529 4.66288 2.02583 0.0 0.0 0.0
H 1.99796 3.12918 0.75431 0.0 0.0 0.0
H -2.38046 -4.35802 1.20469 0.0 0.0 0.0
H -3.59158 -5.05119 -0.84584 0.0 0.0 0.0
H -3.53293 -3.56382 -2.85898 0.0 0.0 0.0
H -2.29166 -1.40639 -2.71929 0.0 -0.1 0.1
O -5.91251 3.77169 -0.74976 0.1 -0.2 0.0
C -4.93898 3.08889 -0.69391 0.1 0.4 0.0
C -3.94911 2.79279 -1.86970 -0.2 -0.2 0.1
O -4.04130 3.16332 -3.00635 0.0 0.0 0.2
C -2.95026 1.91637 -1.23768 0.3 0.1 -0.5
C -3.17832 1.68202 0.07149 -0.1 0.0 0.5
O -2.32163 0.88127 0.69235 0.0 -0.1 0.0
C -4.38967 2.36369 0.57832 -0.1 -0.2 -0.2
O -4.88080 2.34129 1.66984 0.1 0.1 -0.1
O -1.88055 1.30145 -1.75942 -0.2 -0.1 -0.1
C 2.54914 -1.37035 -0.73702 -0.2 0.0 0.0
N 2.61579 -0.80413 -2.08342 -0.3 0.1 -0.1
C 3.93678 -0.83703 -2.72580 -0.1 0.0 0.0
C 1.55237 -0.27043 -2.66250 -0.3 0.3 0.3
C 1.58482 0.24957 -4.07008 0.0 -0.1 0.1
O 0.43558 -0.14877 -2.05787 0.7 -0.5 -0.4
H 3.24991 -2.20082 -0.68675 0.0 0.0 0.0
H 1.54162 -1.73943 -0.53545 0.2 0.1 0.0
H 2.81805 -0.61850 0.00726 0.0 -0.1 0.0
H 4.67297 -1.01558 -1.94757 0.0 0.0 0.0
H 4.16232 0.11705 -3.19298 0.0 0.0 0.0
H 3.98921 -1.64111 -3.45812 0.0 0.0 0.0
H 2.51857 0.09276 -4.59852 0.0 0.0 0.1
H 1.34531 1.31239 -4.04114 0.0 0.0 0.0
H 0.77855 -0.24227 -4.61389 0.0 0.0 0.0
```
Forces are in eV/Å.

---

2 unconnected molecules or ions with the total composition C3H8NOP in a non-equilibrium geometry, computed with ωB97M-V/def2-TZVPD.

Calculated values
Relative energy (zero: lowest compared OMol25 entry of this formula, charge and spin): 90.1 kcal per mole
Largest force on an atom: 4.8 eV/A
HOMO level (spin up / spin down): -9.274 / -6.463 eV
Total charge: 0
Calculated total energy: -590.309722 Eh

```
14
Properties=species:S:1:pos:R:3:forces:R:3
C -1.04917 1.12871 0.28574 -0.2 4.1 0.3
C -0.33366 0.03516 -1.61909 4.0 -1.7 2.0
C 2.49086 0.08910 0.17588 0.3 0.1 -2.9
N -0.93657 0.01581 -0.28551 1.2 -3.9 -0.7
O -1.32929 -1.31203 1.97868 -1.1 0.9 3.2
P -0.83508 -1.56038 0.65882 0.8 -0.3 -4.1
H -0.79521 1.98275 -0.33951 -0.2 0.2 0.4
H -1.29658 1.27094 1.30600 -0.4 -0.3 0.8
H -0.98978 0.16939 -2.38360 -1.9 1.0 -2.0
H 0.63928 0.65017 -1.63259 -1.9 -0.2 0.0
H 0.11089 -0.96560 -1.79409 -0.5 0.1 0.1
H 3.04052 0.22251 1.07849 0.0 -0.1 0.5
H 1.74357 -0.70310 -0.01311 0.6 0.6 0.7
H 2.95404 0.50288 -0.79098 -0.7 -0.5 1.7
```
Forces are in eV/Å.

---

A single C3H3NOS3 molecule in a non-equilibrium geometry, computed with ωB97M-V/def2-TZVPD.

Calculated values
Relative energy (zero: lowest compared OMol25 entry of this formula, charge and spin): 5.6 kcal per mole
Largest force on an atom: 2.6 eV/A
HOMO level: -9.080 eV
Total charge: 0
Calculated total energy: -1440.654286 Eh

```
11
Properties=species:S:1:pos:R:3:forces:R:3
O 3.17782 -0.51904 -0.00724 -0.9 0.6 -0.2
C 2.01187 -0.20930 -0.02203 1.3 0.0 0.3
S 1.44594 1.50238 -0.01926 0.2 -0.5 0.2
C -0.31668 1.17769 0.07797 0.3 -1.7 1.9
C -0.58266 -0.37202 0.06970 -1.2 1.5 -0.5
N -1.76435 -0.83715 0.02325 0.6 -0.1 0.0
S -3.11598 0.21364 -0.06006 1.2 0.5 0.0
S 0.77788 -1.46524 -0.00789 -0.4 0.2 0.1
H -0.81136 1.59101 1.00376 0.7 -0.4 -0.8
H -0.79031 1.60873 -0.75154 -0.7 0.5 -1.3
H -3.87104 -0.77818 0.28452 -1.2 -0.7 0.2
```
Forces are in eV/Å.

---

A single CH4N2O molecule in a non-equilibrium geometry, computed with ωB97M-V/def2-TZVPD.

Calculated values
Relative energy (zero: lowest compared OMol25 entry of this formula, charge and spin): 89.7 kcal per mole
Largest force on an atom: 4.5 eV/A
HOMO level: -10.063 eV
Total charge: 0
Calculated total energy: -225.149060 Eh

```
8
Properties=species:S:1:pos:R:3:forces:R:3
O 1.50832 0.11716 0.23025 2.0 -0.8 1.6
C 0.32555 -0.02073 -0.36553 0.1 -0.7 -4.5
N -0.76101 0.78686 0.05900 -0.4 1.0 2.0
N -0.74332 -0.66788 0.28950 -1.3 -1.9 -1.0
H 1.88210 -0.75051 0.51382 -0.5 0.9 -0.4
H 0.54292 -0.23179 -1.65336 -1.3 0.9 3.8
H -0.64221 1.05470 1.09052 0.4 0.4 -2.2
H -1.43154 -1.05306 -0.40206 1.0 0.2 0.7
```
Forces are in eV/Å.

---

2 unconnected molecules or ions with the total composition CH4P2 in a non-equilibrium geometry, computed with ωB97M-V/def2-TZVPD.

Calculated values
Relative energy (zero: lowest compared OMol25 entry of this formula, charge and spin): 105.7 kcal per mole
Largest force on an atom: 3.6 eV/A
HOMO level (spin up / spin down): -8.837 / -7.868 eV
Total charge: 0
Calculated total energy: -722.978384 Eh

```
7
Properties=species:S:1:pos:R:3:forces:R:3
C -0.44118 1.60262 0.82332 -0.2 -1.4 -3.3
P -1.19236 -0.10562 -1.02510 0.7 1.5 1.6
P 0.83467 -0.75141 -0.99340 0.1 -0.8 0.8
H -0.54236 2.50280 0.16790 0.1 -0.6 1.1
H 0.50077 1.13717 1.15170 -0.5 0.4 0.1
H 1.63709 0.30494 -1.41882 0.1 0.1 -0.5
H 1.11534 -1.83286 -1.90762 -0.4 0.9 0.0
```
Forces are in eV/Å.

---

A single C3H6O2 molecule in a non-equilibrium geometry, computed with ωB97M-V/def2-TZVPD.

Calculated values
Relative energy (zero: lowest compared OMol25 entry of this formula, charge and spin): 64.6 kcal per mole
Largest force on an atom: 4.6 eV/A
HOMO level: -9.494 eV
Total charge: 0
Calculated total energy: -268.302282 Eh

```
11
Properties=species:S:1:pos:R:3:forces:R:3
O -1.50965 -0.44633 1.71612 -0.4 0.5 -0.8
C -0.95938 -0.28414 0.64213 1.4 -0.9 4.3
C 0.52711 -0.15807 0.56299 0.4 2.3 -0.7
C 0.92690 0.67751 -0.68125 1.8 3.2 2.5
O 0.69125 0.07962 -1.83829 -1.9 -3.3 -2.5
H -1.44391 -0.52639 -0.24786 -1.1 0.1 -2.1
H 1.20266 0.13260 1.40778 -1.6 0.8 -0.1
H 0.85717 -1.14851 0.59546 0.6 -2.1 -1.3
H 0.32755 1.83273 -0.62508 2.1 -3.1 0.1
H 2.07825 0.65788 -0.66626 -1.3 1.5 0.8
H 0.55767 0.57354 -2.62998 0.0 1.0 -0.3
```
Forces are in eV/Å.

---

In order of appearance, M = 232.56 289.10 649.28 105.08 165.26 60.06 77.99 74.08 g mol⁻¹.